[1]
DFT (ωB97M-V/def2-TZVPD) results for a cluster of 5 separate species, C24H61N7O7S in total in a non-equilibrium geometry.

XYZ file:
```
100
Properties=species:S:1:pos:R:3:lowdin_charge:R:1
N -1.50671 -7.11205 -1.45548 0.046
C -2.92567 1.69471 -0.98431 -0.203
H -3.95495 -1.25222 -0.03724 0.083
C -0.50154 -6.69545 -0.46936 -0.425
H 0.10768 -10.58420 1.01969 0.087
H -1.97678 -3.99450 -5.14031 0.119
S 1.92130 -4.06308 -3.99281 0.954
C 3.78298 7.14659 1.73928 -0.206
N 4.98413 7.87915 3.79291 0.038
H 4.53624 10.39359 2.76834 0.076
C 2.35557 2.49614 5.23124 -0.430
C -3.73030 -1.95642 -3.68658 -0.207
H 4.14659 7.57595 4.28493 0.067
H 1.39274 3.25287 7.04133 0.064
C 4.58253 8.26095 2.43505 -0.433
H -3.11454 2.06662 -1.99547 0.122
O 2.08333 -3.78865 -2.57869 -0.401
C -0.58940 -4.30583 -3.57448 -0.275
H -1.30705 4.47689 4.62849 0.087
C -1.50701 2.12676 -0.57680 -0.428
H 1.13263 -9.15344 1.22598 0.090
H -2.47677 -0.62705 0.68942 0.076
O 0.37435 -3.72177 -4.47044 -0.334
H -0.40777 3.86674 6.01476 0.075
C -2.00051 -3.89246 -4.04467 -0.173
H -7.00298 -0.96275 -4.85813 0.076
H 4.47082 6.32554 1.51871 0.122
C 3.84596 9.59486 2.49520 -0.072
H -0.60957 1.56810 -2.32060 0.067
C 0.88525 -6.86657 -1.07781 -0.059
H 1.66464 -6.69642 -0.33234 0.086
C 2.68801 -0.91458 -3.55870 -0.151
H 2.47183 -0.86097 -2.49290 0.103
O 2.75557 -2.96137 -4.90533 -0.322
H -1.89702 -2.27032 -2.58091 0.103
H 0.61176 -9.67851 -0.40525 0.074
H 3.06371 2.76408 7.25356 0.075
H -2.74605 -4.60247 -3.67644 0.107
C 1.53541 7.29092 2.53571 -0.101
H -1.65354 -1.78881 -4.25628 0.109
H 4.23767 -1.57432 -4.83175 0.123
H -4.57434 -3.10200 -5.12949 0.124
H -6.66813 -4.23434 -3.74526 0.053
H 0.73747 1.32808 5.54502 0.068
H -1.48035 -8.12806 -1.50671 0.072
N -7.02331 -3.27527 -3.80483 0.133
O -0.87466 -8.82245 0.76058 -0.190
H -3.68557 2.15015 -0.33622 0.119
H 1.23653 0.40388 -4.40967 0.055
C -0.68192 -7.42345 0.87266 -0.208
O 2.75742 6.57513 2.53341 -0.204
C -3.39735 -0.33895 0.17699 -0.102
N -0.47877 1.39581 -1.32676 0.042
H -0.64162 -5.62671 -0.27627 0.135
H 4.16181 -2.53640 -3.36929 0.109
C -0.30543 4.25199 4.99766 -0.107
H 1.33181 7.75354 1.56622 0.092
H 2.06090 4.30513 4.02998 0.109
N 1.73818 1.18093 5.43382 0.037
H 3.41128 9.84688 1.52536 0.078
H 1.03309 -6.14485 -1.87969 0.038
C -1.22818 1.98026 0.91508 -0.067
H -3.77173 -1.12231 -4.39542 0.102
C -2.24999 -2.44014 -3.60621 -0.167
H 0.27840 5.17722 5.00371 0.085
H -0.44501 -3.87595 -2.57505 0.103
H -1.41210 3.18909 -0.82255 0.135
H -6.72761 -0.75291 -3.25944 0.079
H 3.39713 2.33745 4.93537 0.135
H 0.73562 6.58191 2.75528 0.079
H 1.80988 0.64668 4.57158 0.071
H 3.38014 7.48483 0.77601 0.120
H -4.04185 -1.60099 -2.70059 0.094
H 0.14410 -7.20197 1.56054 0.120
C 2.23584 -0.02574 -4.44001 0.014
H 2.69696 4.27718 6.42501 0.077
C 2.37126 3.24332 6.56056 -0.071
C 1.67878 3.27822 4.09377 -0.202
N -6.31650 -1.09445 -4.12230 0.065
H 2.91737 0.25233 -5.24795 0.067
H 5.55442 7.03858 3.74496 0.071
H 1.03398 -7.85847 -1.50655 0.070
C -6.04703 -2.50871 -4.00226 -0.527
H 1.93782 2.79134 3.14925 0.122
H 5.49176 8.41799 1.84671 0.135
H -0.53204 -5.40002 -3.49292 0.102
H -4.00663 0.29476 0.82710 0.092
H -1.59209 -7.04179 1.34428 0.121
N -4.69681 -3.00501 -4.11859 0.001
C 3.53959 -2.04872 -4.12618 -0.272
H -0.31932 2.51856 1.18506 0.070
C 0.31428 -9.58274 0.64135 -0.106
H 1.53010 8.04927 3.32213 0.077
H -1.08287 0.94064 1.21026 0.066
O 0.26063 3.27630 4.14306 -0.199
H 3.04792 9.59353 3.23799 0.064
H -0.67510 0.40217 -1.22546 0.066
O -3.11065 0.29205 -1.05841 -0.209
H -2.43351 -6.91247 -1.08704 0.076
H -2.04646 2.39337 1.50879 0.080
```

Properties
E_HOMO	-9.0	eV

[2]
DFT (ωB97M-V/def2-TZVPD) results for a cluster of 7 separate species, C24H62FN2O6 in total in a non-equilibrium geometry.

XYZ file:
```
95
Properties=species:S:1:pos:R:3:lowdin_charge:R:1
H 6.13558 -2.30756 -2.74553 0.080
H 3.39268 -4.73546 -2.87204 0.083
H -1.71224 3.16648 -3.67875 0.136
H 1.20841 -1.75548 -2.09782 0.045
H -2.36032 -1.41204 9.91132 0.084
C -4.79621 -2.53710 10.65316 -0.062
H 7.27402 -1.06386 -3.24763 0.086
H -0.99197 0.68267 2.03809 0.076
H -3.27397 -0.67738 5.94025 0.078
H 5.40311 0.30562 -5.37344 0.087
H -1.91003 -3.75113 3.26705 0.078
H 0.46688 -3.89250 -3.14038 0.136
H -1.08010 7.18268 -1.35565 0.085
C -1.12673 2.26032 -3.77081 -0.093
H -2.25114 3.79219 -0.16905 0.067
H -3.59309 -3.23510 3.18820 0.080
C 1.53189 -3.66097 -3.08060 -0.487
H 6.34909 1.19616 -4.17349 0.088
H -3.66972 -0.47468 9.17435 0.084
C -4.06813 -2.60316 9.31947 -0.508
H 2.05232 -5.43631 -1.95191 0.085
O 1.86984 -3.05691 -4.33528 -0.067
H 2.83463 -2.39564 -1.90070 0.084
H -2.54465 1.13537 -2.86114 0.207
C -0.29807 -0.30802 -4.92518 -0.099
H 0.51052 7.05324 -0.61309 0.085
O -3.34489 -3.82875 9.20952 -0.055
F -3.00133 1.20033 -4.72523 0.098
O 1.44150 0.07004 -0.21183 -0.071
C 2.31981 -4.94539 -2.88777 -0.053
H -4.79845 -2.61724 8.50871 0.128
C -3.12870 -1.42148 9.13370 -0.064
O 5.14326 0.06062 -2.02335 -0.050
H 0.52379 2.55628 0.02322 0.057
H -4.08122 -2.56799 11.47960 0.082
H 1.68167 2.01697 -2.76267 0.089
H -1.52240 -2.27987 5.22421 0.140
C 1.06267 2.16073 0.89167 -0.053
H -0.78464 -0.67325 -5.82273 0.127
C 0.48491 0.97001 -5.24614 -0.291
H -0.12196 4.89994 0.43870 0.127
H 0.41088 -1.05764 -4.60210 0.099
C -2.39041 -2.11000 4.58682 -0.486
H 2.81114 -2.84475 -4.31193 0.077
H 5.98837 0.48330 -1.82773 0.094
C -0.28400 2.28181 -5.01828 -0.103
H -2.58906 5.31384 0.67040 0.087
C 5.20518 -0.45454 -3.35057 -0.513
H -0.66206 5.00871 -2.32835 0.074
C -1.32973 -0.21203 -3.81095 -0.058
H 0.71174 0.93602 -6.30707 0.145
C 6.29874 -1.50519 -3.46552 -0.052
H 2.33940 0.51262 -2.58315 0.066
H -2.68929 -3.84898 9.91695 0.088
H -0.87817 2.54171 -5.88411 0.125
H -3.84201 -2.33875 6.17822 0.072
C -3.54788 -1.60144 5.43045 -0.061
H -5.46414 -3.39100 10.76659 0.081
H 1.46653 0.25296 1.80617 0.146
H -1.15142 0.61856 0.26939 0.066
H 2.37859 0.07279 -4.79565 0.113
C 0.89405 0.65325 0.96976 -0.473
H 2.39191 1.80650 -4.93433 0.114
H 2.11299 2.42719 0.77015 0.088
H 1.49694 -3.09806 -0.98192 0.091
H -4.41483 -1.38052 4.80071 0.084
C -0.56635 0.26173 1.12823 -0.059
C 1.82261 0.96712 -4.53281 -0.238
H 0.94818 0.44005 -0.95523 0.031
C -0.53957 6.78906 -0.49016 -0.051
C -2.15912 4.87896 -0.23142 -0.056
C 5.40345 0.67801 -4.34743 -0.055
H -2.61726 -1.49047 8.17398 0.056
N -2.03693 1.09541 -3.75057 -0.044
H 2.13353 -5.63686 -3.70949 0.083
H 4.23212 -0.92446 -3.52627 0.104
N 1.64808 1.05793 -3.08652 0.059
H -2.74427 -0.94389 3.06229 0.082
H -2.75046 5.21269 -1.08977 0.081
H -5.38297 -1.62161 10.74042 0.080
C -2.75062 -3.39957 3.86659 -0.059
C -0.70296 5.28158 -0.40033 -0.491
H -2.09333 -0.95786 -3.98356 0.143
H 0.67993 2.65143 1.78831 0.086
H 4.60688 1.41569 -4.24147 0.058
H -3.02598 -4.18321 4.57281 0.084
H -0.67075 -0.82185 1.17027 0.078
H 0.44296 3.07674 -4.89522 0.129
H -0.87932 -0.34729 -2.83468 0.130
C 1.77844 -2.67558 -1.94627 -0.052
O -1.99055 -1.11344 3.64021 -0.074
H -0.52808 2.16541 -2.87274 0.117
O -0.16173 4.66092 -1.58001 -0.083
H 6.33339 -1.93642 -4.46724 0.083
H -0.91945 7.28103 0.40507 0.087
```

Properties
E_HOMO	-11.4	eV
net charge	+1